1.
The following is a DFT calculation (ωB97M-V/def2-TZVPD) of a molecular structure, C3H10N3O.

Structure (ORCA input):
```
! RIJCOSX wB97M-V def2-TZVPD def2/J DEFGRID3
* xyz 1 1
C 1.23124 1.03676 1.15694
C -1.34237 1.09469 -0.50166
C -0.57497 -0.17940 -0.10142
N 0.37712 -0.77177 -1.69037
N 0.49870 -0.10775 0.77034
N 0.67288 -1.31281 1.43476
O 1.05675 2.12053 0.68523
H 1.98357 0.72693 1.87874
H -2.16923 0.95549 -1.24353
H -0.72017 1.85964 -0.80616
H -1.89837 1.14336 0.36654
H -1.25058 -1.05437 0.14873
H -0.17636 -0.40748 -2.48527
H 0.33099 -1.81501 -1.68682
H -0.20732 -1.84801 1.31656
H 0.91820 -1.21378 2.44972
H 1.26992 -0.22702 -1.69233
*
```

Output
frontier orbital gap = 9.470 eV
HOMO = -13.339 eV

Atomic partial charges in e from the Mulliken method, atoms 1 to 8: 0.112, -1.369, 0.034, -0.571, 0.548, -0.910, -0.437, 0.360


2.
The following is a DFT calculation (ωB97M-V/def2-TZVPD) of 2 unconnected molecules or ions with the total composition C3H10N3O.

Structure (ORCA input):
```
! RIJCOSX wB97M-V def2-TZVPD def2/J DEFGRID3
* xyz 1 1
C 1.35218 -0.17579 1.34466
C 1.38637 0.72512 -0.90515
C -3.41709 -0.45158 0.18555
N -2.74429 0.40577 -0.08835
N -0.25895 -0.90734 -0.33727
N 0.49438 0.19287 0.14370
O -1.91825 1.24723 -0.40733
H 0.91097 0.09607 2.28665
H 1.62709 -1.18771 1.34545
H 2.20416 0.41234 1.31793
H 0.91104 1.28398 -1.67642
H 2.24389 1.34854 -0.49202
H 1.81317 -0.20493 -1.47025
H -0.72613 -0.81199 -1.29291
H -4.18483 -1.21942 0.12638
H 0.41607 -1.73052 -0.59663
H -0.10976 0.97736 0.51602
*
```

Output
frontier orbital gap = 11.307 eV
HOMO = -14.168 eV

Atomic partial charges in e from the Mulliken method, atoms 1 to 8: -0.868, -0.785, -0.185, 0.483, -0.754, 0.263, -0.658, 0.347


3.
The following is a DFT calculation (ωB97M-V/def2-TZVPD) of a gas-phase ion, C3H10N3O (charge +1).

Structure (ORCA input):
```
! RIJCOSX wB97M-V def2-TZVPD def2/J DEFGRID3
* xyz 1 1
C 0.42826 0.08899 0.29053
C 0.54820 -0.47167 -1.13133
C -1.01720 -0.06037 0.60340
N 1.65459 -0.99791 -1.38771
N -1.76545 1.10807 -0.09329
N 1.17326 -0.58224 1.35272
O -0.51129 -0.51168 -1.75432
H 0.53288 1.17485 0.28957
H -1.43192 -0.99972 0.28129
H -1.23183 -0.08267 1.72030
H -2.66404 1.26349 0.22781
H 1.87650 -1.29023 -2.38753
H -1.21620 1.89569 0.06904
H -1.69943 0.92002 -1.14363
H 0.78033 -0.41157 2.22546
H 2.43298 -0.96899 -0.69386
H 2.11035 -0.07405 1.53155
*
```

Output
frontier orbital gap = 10.674 eV
SMILES = NC(=O)[C@H](N)C[NH3+]
HOMO = -13.930 eV

Atomic partial charges in e from the Mulliken method, atoms 1 to 8: 0.376, 0.378, -0.920, -0.272, -0.236, -0.831, -0.713, 0.299


Which is the most stable structure? 3 is the most stable.


1.
The following is a DFT calculation (ωB97M-V/def2-TZVPD) of 8 unconnected molecules or ions with the total composition C18H31Cl21FNO5S.

Structure (ORCA input):
```
! RIJCOSX wB97M-V def2-TZVPD def2/J DEFGRID3
* xyz 0 1
C 0.91982 -5.64704 5.48796
O 0.17844 -5.10817 4.40811
C -0.85742 -5.97827 3.99369
C -1.23411 -5.53984 2.52216
C -0.02800 -5.97348 1.62069
C 0.15802 -5.10064 0.33956
C 1.02959 -5.89302 -0.73081
C 2.44323 -5.26142 -0.95480
C 2.56763 -4.40586 -2.25723
N 3.19411 -3.06805 -1.97436
O 2.15067 -2.17673 -1.93262
C 2.34698 -1.20967 -0.87123
C 1.17496 -0.17862 -1.05363
C 1.30225 0.51322 -2.44444
O -0.02189 -0.98269 -1.03174
S 4.20629 -2.59641 -3.30131
O 3.50453 -2.71064 -4.59254
O 4.67640 -1.21968 -3.07418
F 5.52402 -3.56042 -3.33908
H 1.52771 -4.80725 5.89876
H 0.28540 -6.01293 6.32559
H 1.65085 -6.42936 5.16764
H -1.77437 -5.91618 4.62600
H -0.56207 -7.05080 3.94055
H -1.34857 -4.43346 2.58132
H -2.18008 -6.03902 2.22699
H 0.92868 -6.03105 2.18442
H -0.24512 -7.01332 1.27793
H 0.57759 -4.09211 0.53241
H -0.84611 -4.98423 -0.13019
H 0.44919 -6.03854 -1.66774
H 1.20077 -6.90302 -0.28959
H 3.16864 -6.10286 -1.03348
H 2.74729 -4.62975 -0.09031
H 3.25677 -4.90707 -2.97827
H 1.61197 -4.24794 -2.79762
H 2.22514 -1.71539 0.11205
H 3.34715 -0.73858 -0.92273
H 1.17717 0.52354 -0.19841
H 1.76597 1.51307 -2.27923
H 1.95094 -0.03917 -3.15762
H 0.32464 0.63824 -2.95825
H -0.56564 -0.66453 -0.30898
C -0.70097 3.49795 0.72794
Cl 1.04294 3.43088 1.01230
Cl -1.05242 4.31325 -0.79955
Cl -1.39476 1.87113 0.73694
H -1.15568 4.06583 1.53179
C -5.04020 -4.88730 0.15061
Cl -3.78235 -5.68820 -0.79897
Cl -6.25538 -6.05459 0.68283
Cl -4.33416 -4.04772 1.53616
H -5.52724 -4.15292 -0.48056
C -1.15312 7.09275 -3.41212
Cl -1.38005 7.94191 -4.94687
Cl -1.86196 8.00593 -2.07364
Cl -1.84860 5.47057 -3.49259
H -0.08805 6.99789 -3.23233
C -4.16492 10.29004 -4.16734
Cl -4.09011 11.73798 -5.17935
Cl -4.05912 10.71730 -2.45672
Cl -5.64504 9.38019 -4.49124
H -3.31856 9.66018 -4.41167
C 8.91538 -4.46576 -3.22734
Cl 8.81895 -4.91570 -4.93320
Cl 8.79704 -5.89766 -2.19718
Cl 10.41182 -3.58440 -2.89820
H 8.07930 -3.81371 -3.00053
C -5.00182 11.04044 1.72181
Cl -3.80173 10.27411 0.67526
Cl -6.20848 9.86340 2.25050
Cl -4.21971 11.79752 3.11473
H -5.50590 11.81325 1.15263
C -3.73004 10.17530 6.74520
Cl -2.52403 9.40991 5.70519
Cl -4.94218 8.99877 7.26419
Cl -2.95793 10.93232 8.14331
H -4.23035 10.94832 6.17260
*
```

Output
frontier orbital gap = 10.084 eV
SMILES = COCCCCCCCN(OC[C@@H](C)O)S(=O)(=O)F.ClC(Cl)Cl.ClC(Cl)Cl.ClC(Cl)Cl.ClC(Cl)Cl.ClC(Cl)Cl.ClC(Cl)Cl.ClC(Cl)Cl
HOMO = -9.951 eV

Atomic partial charges in e from the Mulliken method, atoms 1 to 8: -0.733, -0.279, -0.734, -0.392, -0.615, -0.184, -0.916, -0.777


2.
The following is a DFT calculation (ωB97M-V/def2-TZVPD) of 8 unconnected molecules or ions with the total composition C18H31Cl21FNO5S.

Structure (ORCA input):
```
! RIJCOSX wB97M-V def2-TZVPD def2/J DEFGRID3
* xyz 0 1
C -6.01510 -4.71393 3.16921
O -5.16920 -4.36071 2.01825
C -5.25129 -5.35324 0.93553
C -3.87449 -5.12778 0.01292
C -2.63199 -5.68267 0.95199
C -1.18542 -4.97325 0.64970
C 0.03747 -5.96282 1.21623
C 0.82837 -5.32875 2.50493
C 2.28978 -4.66736 2.16540
N 2.45139 -3.26596 2.78942
O 2.23376 -2.43053 1.75750
C 1.42421 -1.24728 2.19412
C 1.39538 -0.24715 0.85503
C 2.92795 0.20875 0.48584
O 0.86462 -1.11385 -0.24630
S 4.09237 -3.03468 3.34482
O 5.10467 -3.37132 2.22086
O 4.28342 -1.55020 3.74596
F 4.46861 -3.98694 4.72898
H -6.08049 -3.73162 3.84464
H -7.12813 -4.98238 2.88692
H -5.53705 -5.55013 3.87311
H -6.18830 -5.22596 0.22879
H -5.22718 -6.47142 1.28521
H -3.82998 -3.95071 -0.16924
H -3.98231 -5.73142 -1.00484
H -2.86634 -5.63166 2.10863
H -2.51275 -6.83487 0.69673
H -1.07896 -3.87484 1.05876
H -1.03885 -4.95590 -0.52742
H 0.74510 -6.29136 0.32248
H -0.51226 -6.94544 1.60934
H 1.01012 -6.22786 3.26558
H 0.17103 -4.50765 3.05878
H 3.15099 -5.31687 2.66353
H 2.54556 -4.60659 1.01391
H 0.31890 -1.59139 2.42396
H 1.87288 -0.72889 3.14279
H 0.66088 0.64239 1.05688
H 3.07281 1.30530 0.91671
H 3.76884 -0.47160 0.96857
H 3.16293 0.20638 -0.68239
H 0.03227 -0.67969 -0.59870
C -0.28440 3.62435 -0.73939
Cl -0.02652 3.68505 1.01262
Cl 1.17181 4.14992 -1.60106
Cl -0.74994 1.99064 -1.24338
H -1.09918 4.30776 -0.99141
C -2.83312 -4.93497 -4.39398
Cl -1.62589 -5.82921 -3.45449
Cl -3.88410 -6.05252 -5.28041
Cl -3.79220 -3.88577 -3.33611
H -2.30919 -4.30680 -5.11878
C 4.00077 6.42225 -2.72099
Cl 5.50242 6.97928 -3.47896
Cl 2.66745 7.52703 -3.09641
Cl 3.61159 4.77581 -3.24781
H 4.14499 6.41213 -1.63770
C 4.35530 9.23592 -6.10309
Cl 5.57542 10.46913 -6.46396
Cl 2.84368 9.99289 -5.57278
Cl 4.07304 8.20736 -7.51807
H 4.72981 8.60841 -5.29044
C 5.40905 -4.72722 8.04643
Cl 6.90128 -5.44513 7.41588
Cl 4.22080 -5.98793 8.41776
Cl 5.74857 -3.74930 9.48453
H 4.98929 -4.07417 7.27717
C -1.29791 11.06579 -5.36181
Cl -0.09068 10.17155 -4.42231
Cl -2.34890 9.94825 -6.24823
Cl -2.25700 12.11500 -4.30393
H -0.77398 11.69396 -6.08661
C -5.81952 11.26175 -2.65430
Cl -4.61228 10.36751 -1.71481
Cl -6.87050 10.14421 -3.54073
Cl -6.77860 12.31096 -1.59643
H -5.29559 11.88992 -3.37910
*
```

Output
frontier orbital gap = 9.276 eV
SMILES = COCCCCCCCN(OC[C@@H](C)O)S(=O)(=O)F.ClC(Cl)Cl.ClC(Cl)Cl.ClC(Cl)Cl.ClC(Cl)Cl.ClC(Cl)Cl.ClC(Cl)Cl.ClC(Cl)Cl
HOMO = -10.002 eV

Atomic partial charges in e from the Mulliken method, atoms 1 to 8: -0.629, -0.272, -0.567, -0.264, -0.588, -0.117, -0.688, -0.562


Which is the most stable structure? 1 is the most stable.


1.
The following is a DFT calculation (ωB97M-V/def2-TZVPD) of 2 unconnected molecules or ions with the total composition C2H9N4O.

Structure (ORCA input):
```
! RIJCOSX wB97M-V def2-TZVPD def2/J DEFGRID3
* xyz 1 1
C -0.45756 0.37927 -0.17512
C -2.53622 -0.93288 0.11186
N 2.68260 0.57403 -0.04794
N 0.38960 -0.61168 -0.09775
N -1.77487 0.28354 -0.05624
N 3.84024 0.33716 0.14888
O -2.46237 1.52025 0.19154
H -2.28777 -1.24198 1.07206
H -3.49623 -0.85670 -0.12224
H -2.21442 -1.60934 -0.71148
H 1.59474 -0.37248 -0.19358
H 0.10590 -1.46348 0.30713
H 4.50843 -0.45243 -0.34738
H 4.39478 0.92641 0.74901
H -2.14900 2.22526 -0.42603
H -0.13786 1.29506 -0.40273
*
```

Output
frontier orbital gap = 9.627 eV
HOMO = -13.503 eV

Atomic partial charges in e from the Mulliken method, atoms 1 to 8: 0.095, -1.053, -0.280, -0.386, 0.171, -0.155, -0.398, 0.416


2.
The following is a DFT calculation (ωB97M-V/def2-TZVPD) of 2 unconnected molecules or ions with the total composition C2H9N4O.

Structure (ORCA input):
```
! RIJCOSX wB97M-V def2-TZVPD def2/J DEFGRID3
* xyz 1 1
C 0.03948 0.60708 -0.18281
C 2.32434 -0.25837 0.17279
N -2.41672 0.41768 -0.25364
N 0.28729 1.88817 -0.15812
N 0.89145 -0.35396 -0.02896
N -2.82789 -0.69049 0.20236
O 0.40419 -1.64729 -0.23593
H 2.63981 -1.02768 0.87818
H 2.86314 -0.39202 -0.76734
H 2.56303 0.71418 0.59745
H -0.48896 2.52843 -0.21187
H 1.21292 2.29474 -0.06123
H -2.97383 -0.74487 1.20562
H -2.96067 -1.54477 -0.34352
H 0.76467 -2.21993 0.45879
H -2.32224 0.42910 -1.27177
*
```

Output
frontier orbital gap (spin up / spin down) = 8.008 / 8.007 eV
HOMO (spin up / spin down) = -12.808 / -12.807 eV

Atomic partial charges in e from the Mulliken method, atoms 1 to 8: 0.132, -0.911, -0.156, -0.318, 0.143, -0.078, -0.388, 0.309


Which is the most stable structure? 2 is the most stable.


1.
The following is a DFT calculation (ωB97M-V/def2-TZVPD) of 4 unconnected molecules or ions with the total composition C4H15N2O5.

Structure (ORCA input):
```
! RIJCOSX wB97M-V def2-TZVPD def2/J DEFGRID3
* xyz -1 1
O 1.34774 1.30476 -1.50898
C 0.37958 1.02938 -0.77262
N 0.29538 1.53404 0.46876
C -0.48496 0.82225 1.58201
O -0.54069 -0.51140 1.41623
C -0.80011 0.27669 -1.34480
C -0.37368 -0.98166 -2.09194
N -1.47714 1.18654 -2.30537
H 1.15542 2.06127 0.62698
H -1.48811 1.29910 1.52767
H 0.05064 1.16117 2.49345
H -1.52791 -0.03407 -0.61695
H -1.06054 -1.12890 -2.93395
H 0.60364 -0.83608 -2.54871
H -0.34710 -1.83694 -1.44062
H -1.44362 2.13572 -1.93217
H -0.88831 1.26732 -3.12921
H -3.40708 -1.60229 2.03901
H -1.90086 -1.29476 1.73688
O -2.63619 -1.97700 1.60631
H -0.44423 -2.84364 2.19534
H 1.11700 -3.02225 2.33449
O 0.27402 -3.17739 2.75688
H 3.12550 0.58151 -0.76151
H 3.70524 1.79443 -1.20718
O 3.92841 1.09408 -0.56706
*
```

Output
frontier orbital gap = 8.013 eV
HOMO = -4.443 eV

Atomic partial charges in e from the Mulliken method, atoms 1 to 8: -0.799, -0.170, -0.057, -0.584, -0.778, 1.093, -1.554, -0.894


2.
The following is a DFT calculation (ωB97M-V/def2-TZVPD) of a molecular structure, C4H15N2O5.

Structure (ORCA input):
```
! RIJCOSX wB97M-V def2-TZVPD def2/J DEFGRID3
* xyz -1 1
N 1.45611 0.54676 -1.59026
C 1.38598 1.90566 -1.04305
C 0.52103 1.87076 0.21082
N -0.85693 1.72424 0.27535
C -1.57633 1.25067 -0.88167
C -2.05672 -0.26610 -0.56753
O -0.99786 -1.14111 -0.72232
O 1.00046 2.18071 1.32471
H 0.65699 -0.12637 -1.48536
H 2.27688 0.08628 -1.14596
H 2.39563 2.24651 -0.76875
H 0.68153 2.45628 -1.78001
H -1.10262 1.19886 1.11984
H -1.02292 1.07967 -1.86497
H -2.34408 2.00841 -1.14906
H -2.64006 -0.22880 0.33351
H -2.75008 -0.62770 -1.41792
H 1.38833 -2.41936 0.47161
H 1.61763 -2.10967 -1.05717
O 1.85044 -2.71019 -0.34061
H -0.72979 -1.71559 0.34079
H -0.67604 -2.83432 1.85348
O -0.17221 -2.26630 1.27139
H 0.07150 -1.16165 2.49094
H 1.27345 -0.43716 2.92648
O 0.34967 -0.51052 3.19571
*
```

Output
frontier orbital gap = 8.793 eV
HOMO = -5.155 eV

Atomic partial charges in e from the Mulliken method, atoms 1 to 8: -0.637, -0.788, 0.773, -0.146, -0.710, -0.559, -0.647, -0.678


Which is the most stable structure? 1 is the most stable.